[1]
Here is a structure of composition C8H22Br2MnN2O2 from OMol25. Energies are from ωB97M-V with the def2-TZVPD basis set.

Values from the calculation:
- relative energy (zero: lowest compared OMol25 entry of this formula, charge and spin) (eV) = 20.562
- multiplicity = 6
- energy (hartree) = -6876.3346
- ⟨S²⟩ = 8.777
- HOMO-LUMO gap (alpha / beta) (eV) = 3.4 / 7.9
- HOMO (alpha / beta) (Ha) = -0.11354 / -0.28947
- LUMO energy (alpha / beta) (Eh) = 0.01180 / 0.00154
- net charge = 0
- maximum force (eV/A) = 16.6

Each line ends with the Mulliken charge.
Geometry (Å):
Mn (-4.63164, 21.76782, 0.24808)  -1.0252
Br (-4.24761, 23.56622, 0.92519)  -0.4435
Br (-5.02977, 22.24518, -1.65293)  -0.4600
C (-7.79956, 21.69474, 2.29592)  -1.6957
C (-6.35950, 21.89004, 1.80469)  0.7735
C (-5.42140, 20.85410, 2.40172)  -0.9451
O (-4.15733, 21.08136, 1.73455)  0.5154
C (-2.98669, 21.15508, 2.58192)  -1.0500
N (-6.33444, 21.87879, 0.31166)  -0.0439
H (-7.95281, 21.90420, 3.35458)  0.4154
H (-8.02088, 20.64724, 2.09136)  0.3746
H (-8.52777, 22.33361, 1.79626)  0.3990
H (-6.06767, 22.92608, 1.97661)  0.1558
H (-5.59941, 19.78592, 2.27759)  0.2028
H (-5.34278, 20.97921, 3.48166)  0.6763
H (-2.04897, 21.29661, 2.04456)  0.2952
H (-2.85614, 20.25956, 3.18946)  0.3443
H (-3.14754, 22.00315, 3.24748)  0.3535
H (-6.91529, 22.57534, -0.13276)  0.3354
H (-6.95999, 21.11051, 0.11530)  0.2088
C (-3.91215, 18.03720, 0.09946)  -1.6172
C (-3.99913, 19.53668, 0.54086)  0.5710
C (-2.74067, 20.34466, 0.06443)  -1.4893
O (-2.99520, 21.75222, 0.10061)  0.2704
C (-2.06254, 22.56543, -0.60549)  -0.8686
N (-5.23708, 20.10561, 0.01502)  0.0858
H (-4.68331, 17.50808, 0.65932)  0.4312
H (-2.89039, 17.69628, 0.26646)  0.3988
H (-3.85276, 17.98427, -0.98763)  0.3829
H (-4.05486, 19.51204, 1.62916)  -0.1707
H (-2.49643, 20.12847, -0.97563)  0.6843
H (-1.83802, 20.13604, 0.63871)  0.5036
H (-1.04382, 22.48488, -0.22625)  0.2562
H (-2.56091, 23.53418, -0.56992)  0.2819
H (-2.01875, 22.24760, -1.64719)  0.2712
H (-5.98214, 19.46033, 0.23545)  0.3170
H (-5.14932, 19.97547, -0.98270)  0.3045


[2]
Here is a cluster of 3 separate species, C8H22BrN2 in total from OMol25. Energies are from ωB97M-V with the def2-TZVPD basis set.

Values from the calculation:
- relative energy (zero: lowest compared OMol25 entry of this formula, charge and spin) (eV) = 2.872
- multiplicity = 1
- energy (hartree) = -3001.2088
- HOMO-LUMO gap (eV) = 5.4
- HOMO (Ha) = -0.33064
- LUMO energy (Eh) = -0.13280
- net charge = +1
- maximum force (eV/A) = 3.1

Each line ends with the Mulliken charge.
Geometry (Å):
N (3.78614, -1.45125, 4.87445)  -0.5237
H (4.37205, -1.39050, 4.05401)  0.3733
H (3.71552, -0.45083, 4.99403)  0.3259
H (4.19646, -1.92895, 5.66408)  0.3755
H (2.89503, -1.90984, 4.74904)  0.3607
Br (2.72098, 2.95095, 4.10564)  -0.8922
C (-1.84138, -1.77545, -3.50891)  -1.4277
C (-0.99859, -1.56356, -2.25697)  -0.1260
C (-0.78377, -0.14266, -2.02736)  -0.8667
N (-0.12181, 0.37570, -0.69471)  0.1839
C (1.23503, -0.22114, -0.51686)  -1.0791
C (-0.98178, 0.10942, 0.50368)  -0.7135
C (-2.01103, 1.22083, 0.66899)  -0.7519
C (-1.55789, 2.37992, -0.10954)  -0.5559
C (-0.13596, 1.94457, -0.62040)  -0.6380
H (-2.87102, -1.42094, -3.46123)  0.3746
H (-2.07124, -2.82313, -3.70288)  0.3945
H (-1.43613, -1.31401, -4.40944)  0.3596
H (0.01197, -1.94548, -2.40195)  0.2986
H (-1.29811, -2.11262, -1.36426)  0.3444
H (-1.77669, 0.30691, -2.03635)  0.3246
H (-0.17252, 0.27809, -2.82577)  0.4624
H (1.18406, -1.24251, -0.13962)  0.3882
H (1.84737, 0.37551, 0.15928)  0.4290
H (1.70428, -0.16377, -1.49900)  0.4022
H (-0.26782, 0.02479, 1.32294)  0.5108
H (-1.37642, -0.89714, 0.36522)  0.3870
H (-2.21315, 1.50458, 1.70180)  0.3782
H (-3.00503, 0.79764, 0.52418)  0.3841
H (-1.35499, 3.23179, 0.53949)  0.3513
H (-2.23710, 2.58852, -0.93614)  0.3070
H (0.77202, 2.28033, -0.11945)  0.4803
H (0.07155, 2.38424, -1.59597)  0.3785


[3]
Here is a structure of composition C8H22CdIN2O2 from OMol25. Energies are from ωB97M-V with the def2-TZVPD basis set.

Values from the calculation:
- relative energy (zero: lowest compared OMol25 entry of this formula, charge and spin) (eV) = 5.468
- multiplicity = 1
- energy (hartree) = -1043.0304
- HOMO-LUMO gap (eV) = 2.9
- HOMO (Ha) = -0.42182
- LUMO energy (Eh) = -0.31361
- net charge = +1
- maximum force (eV/A) = 2.5

Each line ends with the Mulliken charge.
Geometry (Å):
Cd (-2.09899, 5.66561, -3.01450)  0.8648
I (-0.57995, 3.44637, -1.71712)  0.1365
C (-2.21960, -2.47566, -0.37460)  -1.3585
C (-2.43095, -1.07901, -0.89251)  0.1210
C (-3.41403, -0.32812, 0.05665)  -0.5820
O (-4.65129, -0.99977, -0.03138)  -0.3148
C (-5.55078, -0.93483, 1.02921)  -0.7573
N (-1.14516, -0.37281, -0.84994)  -0.4123
H (-3.09156, -3.11335, -0.22917)  0.3383
H (-1.64836, -2.43610, 0.55288)  0.3548
H (-1.58849, -3.08506, -1.02146)  0.3476
H (-2.87430, -1.13193, -1.88686)  0.2770
H (-3.54173, 0.74414, -0.09188)  0.4280
H (-2.99178, -0.42051, 1.05729)  0.3494
H (-5.71117, 0.12610, 1.22103)  0.3261
H (-5.27579, -1.47210, 1.93685)  0.2940
H (-6.46189, -1.33867, 0.58773)  0.2431
H (-0.82927, -0.48480, 0.10284)  0.2751
H (-1.26073, 0.61767, -1.01018)  0.0159
C (3.58183, -0.09460, -1.56575)  -1.5205
C (2.84895, 0.81928, -0.60165)  1.1375
C (3.63054, 0.84646, 0.76791)  -0.7672
O (3.41989, -0.42873, 1.45804)  -0.3066
C (3.77522, -0.30207, 2.81040)  -0.7604
N (2.78465, 2.14220, -1.15210)  -0.6651
H (3.14539, -0.09087, -2.56455)  0.3592
H (3.87547, -1.09677, -1.25342)  0.3613
H (4.58763, 0.27120, -1.77226)  0.3871
H (1.83805, 0.45437, -0.41996)  -0.2368
H (3.26825, 1.59133, 1.47644)  0.3417
H (4.66534, 1.16296, 0.63702)  0.3665
H (4.80432, -0.00351, 3.01018)  0.2989
H (3.64160, -1.30547, 3.21468)  0.2554
H (3.07873, 0.38947, 3.28450)  0.3314
H (2.05139, 2.65682, -0.68563)  0.1462
H (2.36841, 2.06067, -2.06872)  0.3247


[4]
Here is a cluster of 2 separate species, C8H22Cl2N2O2PS in total from OMol25. Energies are from ωB97M-V with the def2-TZVPD basis set.

Values from the calculation:
- relative energy (zero: lowest compared OMol25 entry of this formula, charge and spin) (eV) = 4.661
- multiplicity = 1
- energy (hartree) = -2237.4407
- HOMO-LUMO gap (eV) = 9.2
- HOMO (Ha) = -0.44265
- LUMO energy (Eh) = -0.10324
- net charge = +1
- maximum force (eV/A) = 5.0

Each line ends with the Mulliken charge.
Geometry (Å):
C (1.17324, 0.20974, 3.01520)  -1.0075
C (0.31279, 1.07476, 1.87136)  -0.2129
N (1.04974, 1.23480, 0.56174)  -0.6649
N (0.55202, 0.40568, -0.44147)  0.8278
C (1.58016, 0.50214, -1.58909)  -0.3594
O (0.97467, 0.41557, -2.92466)  -0.2675
C (1.68524, -0.51157, -3.81495)  -0.6201
C (0.41158, -1.04787, -0.04935)  -0.8902
O (0.38867, -2.00066, -1.16923)  -0.1865
C (-0.65073, -3.03401, -0.98541)  -0.3126
C (-0.29758, -4.14775, 0.18165)  -0.9242
P (-0.94026, 1.17013, -1.05896)  0.2441
S (-2.16806, -0.03639, -1.96549)  -0.2850
H (2.32636, 0.41812, 2.87127)  0.2782
H (0.90956, -0.93215, 2.86408)  0.2085
H (0.90477, 0.57730, 4.11731)  0.3565
H (-0.78512, 0.68019, 1.78414)  0.2291
H (0.22714, 2.17017, 2.33852)  0.2902
H (0.91303, 2.25420, 0.29948)  0.3668
H (2.49057, -0.20840, -1.40254)  0.3300
H (2.01291, 1.61100, -1.49683)  0.3198
H (0.84088, -1.13476, -4.38334)  0.2447
H (2.36086, -1.30333, -3.28155)  0.2778
H (2.34317, 0.08221, -4.61261)  0.2565
H (1.32876, -1.33966, 0.65672)  0.3049
H (-0.55550, -1.26060, 0.61228)  0.4855
H (-0.85498, -3.60842, -2.01136)  0.3439
H (-1.71405, -2.58440, -0.68134)  0.2575
H (0.83291, -4.46977, 0.12585)  0.2568
H (-0.48344, -3.74349, 1.28225)  0.2338
H (-0.92409, -5.14029, -0.03357)  0.3430
H (-1.69641, 1.75389, 0.05760)  0.0504
H (-0.55178, 2.27089, -1.90603)  0.1584
C (-2.88161, 4.05821, 2.23046)  -0.3403
Cl (-3.11324, 2.73232, 3.37656)  -0.1276
Cl (-1.54243, 3.71891, 1.12752)  -0.1018
H (-3.79722, 4.18951, 1.64862)  0.3124
H (-2.66253, 4.97380, 2.78516)  0.3236


- What is the relative energy (zero: lowest compared OMol25 entry of this formula, charge and spin) in the first record?
  20.562 eV